11
Properties=species:S:1:pos:R:3:forces:R:3 method="wB97M-V/def2-TZVPD" s2=0.752 spin_multiplicity=2 e_lumo_ev="-0.40 / -0.33" molar_mass_da=87.0 gap_ev="4.05 / 6.64"
O 1.0075 0.8022 -2.3698 -1.2 -0.8 0.2
C 0.1384 0.1451 -1.8474 0.8 0.2 3.9
H -0.7337 -0.3238 -2.2899 -0.3 0.0 -0.9
Na -0.2378 2.2197 0.7306 -0.1 -0.2 0.0
Li 0.8744 0.6829 2.7727 -0.6 -0.3 -0.4
C -0.6515 -0.3772 1.0606 0.3 2.3 0.5
H -1.7161 -0.2211 0.8731 0.1 -0.1 0.0
H -0.5041 -1.2770 1.6614 -0.1 -0.2 -0.5
C 0.2785 -0.3348 -0.1806 -0.4 -0.3 -2.5
H 1.2639 0.0799 0.0227 0.4 -0.3 0.0
H 0.2806 -1.3959 -0.4334 1.1 -0.3 -0.4

8
Properties=species:S:1:pos:R:3:forces:R:3 method="wB97M-V/def2-TZVPD" spin_multiplicity=1 e_lumo_ev="-7.42 / -4.47" molar_mass_da=62.0 gap_ev="7.41 / 12.24" charge=+1
C -0.2230 0.0984 -0.3171 -0.4 1.8 -0.1
N 0.6301 -0.4631 0.7916 -1.3 -0.4 -0.9
O -1.5008 0.3476 -0.0992 -2.1 -2.8 0.1
O -0.5701 1.4105 -0.0691 2.5 1.1 -0.5
H -0.5934 0.1876 -3.2630 0.1 0.0 0.2
H 1.3947 0.2320 0.8073 0.2 -0.7 0.6
H 0.9216 -1.4656 0.5638 -0.3 1.5 0.8
H -0.0591 -0.3473 1.5858 1.3 -0.5 -0.1

74
Properties=species:S:1:pos:R:3:forces:R:3 method="wB97M-V/def2-TZVPD" spin_multiplicity=1 e_lumo_ev=-3.83 molar_mass_da=734.0 gap_ev=6.35 charge=+1
Zr -0.2320 -0.4049 -0.1548 0.2 0.0 -0.5
C 3.8112 -3.5315 3.3515 0.0 0.0 0.0
C 2.6430 -2.7082 3.8728 0.0 0.0 -0.1
N 1.3739 -3.0916 3.2680 0.1 0.0 0.1
C 0.7935 -2.5352 2.2071 -0.2 0.0 -0.1
S 1.6116 -1.2404 1.3787 0.1 0.1 0.0
N -0.3833 -3.0303 1.8674 0.0 -0.1 0.1
N -0.9555 -2.4353 0.7987 0.0 0.2 -0.1
C -2.1125 -2.8860 0.4229 0.1 -0.1 0.1
C -2.8336 -3.9965 1.1101 0.0 0.0 0.0
C -2.6527 -2.3300 -0.8276 -0.1 0.1 0.0
C -3.8793 -2.7218 -1.3416 0.0 -0.1 -0.1
C -4.2704 -2.2555 -2.5860 0.0 0.0 0.0
C -3.4257 -1.4149 -3.2924 0.0 0.0 0.0
C -2.2430 -1.0272 -2.6941 0.1 0.0 0.0
N -1.8733 -1.4535 -1.4861 0.1 0.0 0.2
H 4.7331 -3.2317 3.8496 0.0 0.0 0.0
H 3.9349 -3.3815 2.2785 0.0 0.0 0.0
H 3.6538 -4.5947 3.5359 0.0 0.0 0.0
H 2.8002 -1.6491 3.6769 0.0 0.0 0.0
H 2.5359 -2.8257 4.9513 0.0 0.0 0.0
H 0.8760 -3.8770 3.6601 0.0 0.0 0.0
H -2.2873 -4.2996 1.9950 0.0 0.0 0.0
H -2.9307 -4.8526 0.4388 0.0 0.0 0.0
H -3.8387 -3.6824 1.3981 0.0 0.0 0.0
H -4.5107 -3.3984 -0.7859 0.0 0.0 0.0
H -5.2213 -2.5563 -3.0047 0.0 0.0 0.0
H -3.6809 -1.0492 -4.2759 0.0 0.0 0.0
H -1.5691 -0.3365 -3.1856 0.0 0.0 0.0
S -1.8254 1.4745 -0.9742 0.1 -0.1 0.1
C -1.3411 2.5842 0.3039 0.0 -0.1 -0.2
N -1.3463 3.8908 0.2147 0.0 0.0 0.1
N -1.6506 4.4268 -0.9139 0.0 -0.1 0.0
C -1.6703 5.8237 -1.1002 0.0 0.2 0.0
C -1.4176 6.6973 -0.0498 0.0 -0.1 0.1
C -1.4407 8.0605 -0.2868 0.0 0.0 -0.1
C -1.7161 8.5549 -1.5561 0.0 0.0 0.0
C -1.9699 7.6722 -2.5956 0.0 0.1 0.0
C -1.9475 6.3062 -2.3719 0.0 -0.1 -0.1
N -1.0128 2.1387 1.5442 0.1 0.1 0.2
N -0.8714 0.8917 1.6844 0.1 0.0 -0.1
C -0.6217 0.5003 3.0444 0.0 0.0 0.1
C -1.3289 -0.5753 3.5553 0.0 0.0 0.0
C -1.0959 -0.9897 4.8587 0.0 0.0 0.0
C -0.1558 -0.3328 5.6383 0.0 0.0 0.0
C 0.5429 0.7514 5.1183 0.0 0.0 0.0
C 0.3086 1.1752 3.8221 0.0 0.1 0.0
H -1.8681 3.8166 -1.7009 0.0 0.0 0.0
H -1.2087 6.3032 0.9347 0.0 0.0 0.0
H -1.2449 8.7442 0.5280 0.0 0.0 0.0
H -1.7348 9.6214 -1.7325 0.0 0.0 0.0
H -2.1864 8.0491 -3.5860 0.0 0.0 0.0
H -2.1455 5.6146 -3.1834 0.0 0.0 0.0
H -2.0738 -1.0671 2.9422 0.0 0.0 0.0
H -1.6549 -1.8223 5.2653 0.0 0.0 0.0
H 0.0255 -0.6560 6.6548 0.0 0.0 0.0
H 1.2716 1.2676 5.7290 0.0 0.0 0.0
H 0.8434 2.0152 3.3992 0.0 0.0 0.0
O 0.8967 -1.3634 -1.8244 -0.3 0.2 0.0
C 1.6886 -0.8957 -2.6649 0.0 -0.1 0.0
C 2.1635 0.4450 -2.7122 -0.1 0.1 0.2
C 2.9287 0.8531 -3.8173 0.0 -0.1 -0.1
C 3.3720 2.1396 -3.8855 0.0 0.0 0.2
C 3.0985 3.0607 -2.8622 0.1 0.0 -0.1
C 2.3781 2.6757 -1.7638 0.0 0.0 0.1
C 1.8897 1.3579 -1.6551 0.1 0.0 0.0
O 1.2254 0.9976 -0.5986 -0.3 -0.3 0.1
N 4.1520 2.5700 -5.0518 0.0 0.1 -0.1
O 4.3633 1.7455 -5.9169 0.0 0.0 0.0
O 4.5200 3.7251 -5.0766 0.0 0.0 0.0
H 2.0497 -1.5798 -3.4415 0.0 0.0 0.0
H 3.1617 0.1629 -4.6183 0.0 0.0 0.0
H 3.4743 4.0696 -2.9603 0.0 0.0 0.0
H 2.1696 3.3640 -0.9558 0.0 0.0 0.0

15
Properties=species:S:1:pos:R:3:forces:R:3 method="wB97M-V/def2-TZVPD" smiles="C=C/C=C/CN" spin_multiplicity=1 e_lumo_ev=0.74 molar_mass_da=83.1 gap_ev=9.08
N -0.1066 -2.4878 0.3643 -0.4 0.6 -0.3
C -0.9482 -1.5949 -0.4781 0.8 0.1 0.5
C 1.5071 2.6953 0.3586 -0.4 -0.6 0.2
C 0.4101 1.9516 0.1777 0.0 -0.3 -0.2
C 0.3922 0.5843 -0.3215 -1.3 -1.7 0.9
C -0.7504 -0.1234 -0.1774 -0.1 0.2 -1.0
H -0.4678 -2.4855 1.3115 0.1 -0.3 0.0
H -0.1900 -3.4067 -0.0573 0.0 -0.1 0.5
H -2.0280 -1.7679 -0.3449 0.3 -0.4 -0.5
H -0.5659 -1.8503 -1.4692 -0.7 0.3 -0.3
H 1.4775 3.7745 0.4239 0.1 -0.1 0.7
H 2.4068 2.1158 0.5486 0.5 0.6 -0.9
H -0.5992 2.2223 0.5166 0.3 0.8 -0.8
H 1.1690 -0.0186 -0.7976 0.6 0.8 0.6
H -1.7065 0.3912 -0.0552 0.3 0.2 0.7

10
Properties=species:S:1:pos:R:3:forces:R:3 method="wB97M-V/def2-TZVPD" s2=2.006 spin_multiplicity=3 e_lumo_ev="0.14 / -1.70" molar_mass_da=104.1 gap_ev="5.62 / 8.02"
C -0.8613 -1.0144 -0.8326 3.0 -1.7 -5.7
N 1.8151 2.0065 0.0752 0.9 -2.5 0.0
N 2.1989 0.9394 -0.0518 -1.5 4.4 0.1
N -1.5838 -0.6259 0.1513 -4.5 2.9 7.9
N -1.2366 0.5075 0.8454 -1.3 -1.9 -1.1
S 2.6877 -0.4780 -0.3588 0.8 -1.9 -0.1
H 0.1295 -0.7350 -0.9909 1.8 0.0 0.2
H -1.2768 -1.7602 -1.4623 -0.4 -0.2 -0.8
H -1.6075 0.4528 1.7850 -0.1 0.1 -0.1
H -0.2653 0.7073 0.8395 1.1 0.7 -0.3

97
Properties=species:S:1:pos:R:3:forces:R:3 method="wB97M-V/def2-TZVPD" s2=0.757 spin_multiplicity=2 e_lumo_ev="-2.57 / -3.03" molar_mass_da=722.7 gap_ev="6.16 / 7.85" charge=+1
Ti 0.1523 0.8489 0.3147 0.0 -1.3 -1.0
O -1.3123 1.0522 1.5122 -2.0 0.1 1.3
C -1.2006 -0.1765 1.2155 0.5 0.6 -0.1
C -1.7112 -1.3875 1.7648 -0.6 -1.1 0.4
C -3.0152 -1.6604 2.1818 0.4 0.3 -0.1
C -3.3111 -2.9196 2.6708 0.0 -0.2 0.1
C -2.3265 -3.8964 2.7501 0.0 0.1 0.0
C -1.0139 -3.6247 2.3770 0.1 0.1 0.0
C -0.7009 -2.3746 1.8807 -0.4 0.5 -0.4
P 0.9243 -1.6777 1.3884 0.1 -0.4 0.9
C 0.9584 -0.3177 2.6427 0.5 0.0 -0.3
C 0.2587 -0.3893 3.8517 -0.1 0.1 0.1
C 0.0016 0.7553 4.5803 0.0 -0.2 -0.1
C 0.4468 1.9973 4.1333 0.2 0.2 -0.2
C 1.2655 2.0712 3.0195 0.1 0.1 0.4
C 1.5418 0.9177 2.2849 0.5 -0.2 0.5
C 2.0939 -2.9213 2.0735 0.1 0.2 -0.4
C 2.2183 -4.1426 1.4091 0.0 0.1 0.0
C 3.1350 -5.0852 1.8429 0.0 -0.1 0.0
C 3.9509 -4.8063 2.9299 0.0 0.0 0.1
C 3.8585 -3.5800 3.5691 0.1 0.0 0.1
C 2.9370 -2.6378 3.1428 -0.1 0.1 0.0
H -3.7760 -0.8959 2.1116 0.0 0.0 0.0
H -4.3116 -3.1442 3.0109 -0.1 0.0 -0.1
H -2.5831 -4.8806 3.1114 0.0 -0.1 0.1
H -0.2462 -4.3775 2.4914 0.0 0.0 0.0
H -0.0945 -1.3488 4.2067 -0.1 0.0 0.0
H -0.5647 0.6881 5.4969 0.0 0.0 0.1
H 0.1954 2.8932 4.6791 0.0 0.1 0.1
H 1.7300 3.0125 2.7354 -0.1 -0.1 0.0
H 2.3645 0.9272 1.5735 -0.3 0.1 0.0
H 1.5873 -4.3557 0.5537 0.0 0.0 0.0
H 3.2230 -6.0353 1.3323 0.0 0.0 0.0
H 4.6579 -5.5447 3.2801 0.1 0.0 0.0
H 4.5079 -3.3513 4.4024 0.0 0.0 0.1
H 2.8672 -1.6814 3.6453 0.0 0.0 0.0
N 9.8348 -2.4933 -3.1846 0.2 -0.1 -0.1
C 8.7828 -2.0676 -3.0244 0.3 -0.2 -0.1
C 7.4971 -1.5197 -2.7774 -0.7 0.3 0.1
C 7.2253 -0.1986 -3.1387 0.1 -0.3 0.1
C 6.0136 0.3679 -2.8047 -0.3 0.0 0.1
C 5.0698 -0.3638 -2.0869 0.8 -0.5 -0.3
C 5.3134 -1.7014 -1.7857 -0.2 0.2 0.0
C 6.5187 -2.2789 -2.1321 0.2 0.1 -0.2
N 3.9247 0.2875 -1.5845 -0.5 0.2 0.1
C 3.9031 1.6059 -1.2063 -0.3 0.5 0.3
C 2.6892 1.8246 -0.6338 0.6 0.3 -0.3
N 1.9655 0.6621 -0.6563 1.9 -0.3 -0.6
C 2.7312 -0.2417 -1.2320 -0.2 0.0 0.1
H 7.9699 0.3807 -3.6643 0.0 0.0 0.0
H 5.8013 1.3806 -3.1053 0.0 0.1 0.0
H 4.5750 -2.2798 -1.2519 0.0 -0.1 0.1
H 6.7261 -3.3097 -1.8814 0.0 0.0 0.0
H 4.7441 2.2566 -1.3284 0.1 0.1 0.0
H 2.2989 2.7285 -0.1889 0.1 0.0 -0.1
H 2.4399 -1.2611 -1.4153 0.1 0.0 0.0
C -1.3694 3.8486 -4.5652 0.0 0.0 0.2
C -0.9172 2.6140 -3.7894 -0.1 0.0 0.4
C 0.5989 2.4252 -3.9169 0.0 0.0 0.2
C -1.5537 1.3621 -4.4010 0.0 0.0 0.1
P -1.3471 2.5888 -1.9147 -0.8 1.0 -0.8
N -0.4889 1.4668 -1.2485 -0.2 0.3 -0.1
C -0.9267 4.3105 -1.1180 0.1 -0.5 -0.1
C -1.9359 5.4186 -1.4020 0.0 -0.2 0.0
C 0.4379 4.7535 -1.6521 0.0 -0.1 -0.1
C -0.7570 4.0885 0.3905 -0.1 -0.3 -0.1
C -3.2065 2.1975 -1.6557 0.4 0.0 0.0
C -3.5706 2.5515 -0.2132 0.2 0.0 0.1
C -3.3606 0.6775 -1.7844 0.2 -0.2 0.1
C -4.1725 2.9149 -2.5896 0.2 0.0 0.0
H -1.1689 3.6970 -5.6273 0.0 0.0 0.0
H -0.8294 4.7421 -4.2622 0.0 0.1 0.0
H -2.4354 4.0273 -4.4511 -0.1 0.1 0.0
H 0.8412 2.1303 -4.9388 -0.1 0.0 -0.1
H 0.9226 1.6325 -3.2383 0.1 0.0 -0.1
H 1.1551 3.3319 -3.7008 0.1 0.0 0.0
H -1.1364 1.1883 -5.3941 0.1 0.1 0.0
H -2.6281 1.4632 -4.5208 -0.1 -0.1 0.0
H -1.3337 0.4923 -3.7818 0.0 -0.1 -0.1
H -2.0222 5.5931 -2.4699 -0.1 0.1 -0.1
H -1.5960 6.3445 -0.9374 0.1 0.1 0.0
H -2.9212 5.1993 -1.0055 -0.1 0.0 0.0
H 0.3752 5.0978 -2.6795 0.1 0.0 -0.1
H 1.1510 3.9329 -1.5956 0.1 0.1 0.0
H 0.8153 5.5869 -1.0567 0.0 0.0 0.1
H -1.7032 4.1176 0.9242 0.0 -0.2 0.1
H -0.1179 4.8647 0.8161 0.1 0.0 0.0
H -0.2813 3.1016 0.5711 -0.1 0.7 0.2
H -2.8658 2.1015 0.4830 -0.1 0.1 0.1
H -4.5631 2.1574 0.0039 -0.1 -0.1 0.0
H -3.6144 3.6226 -0.0483 0.0 0.1 0.1
H -2.5083 0.1665 -1.3182 -0.3 0.0 -0.1
H -3.4426 0.3541 -2.8169 0.0 -0.1 -0.1
H -4.2693 0.3656 -1.2701 -0.1 0.0 0.0
H -4.0723 3.9936 -2.5176 -0.1 0.2 -0.1
H -5.1898 2.6540 -2.2997 -0.1 0.0 0.0
H -4.0420 2.6160 -3.6242 0.0 0.0 -0.1

19
Properties=species:S:1:pos:R:3:forces:R:3 method="wB97M-V/def2-TZVPD" smiles="O=C1C[NH2+]C2(CC2)[C@@H]1O" spin_multiplicity=1 e_lumo_ev=-3.61 molar_mass_da=128.2 gap_ev=10.60 charge=+1
C 0.8818 -1.5768 0.5435 1.1 0.4 -0.7
C 1.8670 -0.3721 0.4678 0.6 -2.1 -2.2
C -1.5073 1.2604 0.0460 -1.7 -1.6 0.5
C -1.0933 1.1886 -1.3811 -0.7 -0.2 -1.1
C -0.4708 -1.1502 0.0678 0.6 0.6 -3.4
C -0.3412 0.4378 -0.3421 0.2 -3.0 0.2
N 1.1445 0.7916 -0.1722 -0.2 -0.2 0.8
O 1.1073 -2.6295 1.0706 0.2 0.7 -0.3
O -1.1990 -1.2029 1.2051 -2.1 0.8 0.7
H 2.0357 -0.1795 1.4580 0.8 0.9 2.5
H 2.8548 -0.7058 -0.0232 -1.6 1.0 0.5
H -1.4640 2.1357 0.6380 0.3 0.9 0.3
H -2.3774 0.5555 0.3565 1.6 1.5 -0.5
H -1.7106 0.7508 -2.1542 -0.2 -0.9 0.5
H -0.6850 2.0188 -1.9269 0.8 0.7 0.6
H -0.7911 -1.8516 -0.8554 0.3 1.6 2.0
H 1.2408 1.6490 0.4391 0.2 -0.9 -1.3
H 1.5232 0.8804 -1.1226 0.0 0.7 0.5
H -1.0153 -2.0001 1.6852 0.1 -1.0 0.4

114
Properties=species:S:1:pos:R:3:forces:R:3 method="wB97M-V/def2-TZVPD" spin_multiplicity=1 e_lumo_ev=2.09 molar_mass_da=636.7 gap_ev=5.97 charge=-1
C 3.3640 0.9698 1.5795 -1.0 -0.8 0.7
C 1.7687 0.8857 1.0833 0.8 1.2 0.6
C 1.4478 1.9721 -0.1178 0.7 -0.9 1.1
F 2.6172 1.8971 -1.0713 -2.4 0.0 1.8
C 0.0608 1.6853 -0.9434 1.9 3.0 -0.8
P -0.0003 0.1167 -2.0974 -1.3 0.5 -1.3
N 1.4379 0.1018 -3.1976 -0.7 -1.5 0.5
O 0.1144 -1.3494 -1.1576 0.3 1.6 1.2
O 0.1228 2.7591 -1.9907 -0.8 -2.4 1.1
B -0.6500 3.9542 -1.4984 1.3 0.8 1.3
O -1.4107 3.5810 -0.2539 0.2 -3.7 0.0
C -1.3885 2.1083 -0.3036 -0.8 0.6 0.0
C -1.8747 1.4917 1.1345 -1.0 0.5 0.1
C -2.7391 0.1019 1.0418 -0.6 0.3 0.8
C -4.1472 0.2323 0.1811 -0.4 -1.0 0.1
F -4.9227 1.4733 0.4993 2.4 -4.1 -1.5
F -3.9462 0.0411 -1.2808 -1.2 1.0 4.8
F -5.0124 -0.9141 0.6333 2.1 3.4 -1.6
H 4.0439 0.3874 0.8258 -1.2 1.5 1.4
H 3.6925 2.0726 1.7942 -0.6 -2.1 -0.8
H 3.4215 0.4053 2.6289 0.0 1.1 -2.2
H 1.5324 -0.2271 0.8033 0.3 2.2 0.5
H 1.1509 1.2696 2.0297 1.0 -1.1 -2.1
H 1.5188 3.0377 0.3762 -0.4 -2.0 -1.4
H 1.1259 0.0577 -4.2122 0.1 0.1 2.0
H 1.8999 -0.8155 -3.0132 -0.1 1.0 -0.2
H -0.1582 -1.1599 -0.2104 0.6 -0.2 -1.7
H -1.2248 4.6064 -2.2921 -1.0 -0.3 -1.1
H 0.1224 4.7423 -1.0305 1.0 0.7 0.1
H -2.1403 1.8643 -1.1725 1.2 -0.3 1.7
H -1.0250 1.3215 1.9204 -1.4 0.3 -1.7
H -2.6029 2.3059 1.6163 1.6 -1.7 -1.2
H -2.1264 -0.8297 0.6740 -1.5 1.9 0.3
H -3.0788 -0.1598 2.1560 0.5 0.5 -2.5
C 6.3419 2.8797 1.0333 0.1 0.1 0.1
C 5.6042 3.7114 -0.0053 -0.2 -0.1 -0.1
C 6.1306 3.5105 -1.4279 -0.1 0.1 -0.1
C 7.5899 3.9244 -1.6536 0.0 -0.1 0.1
C 7.9194 5.3800 -1.3143 0.1 -0.1 -0.1
C 7.1591 6.3819 -2.1691 0.0 0.3 0.1
H 7.3986 3.1562 1.0956 0.0 -0.1 0.0
H 5.8997 3.0344 2.0216 0.1 -0.1 0.0
H 6.2771 1.8131 0.7959 0.0 0.1 0.0
H 5.6466 4.7686 0.2731 0.0 0.0 0.0
H 4.5443 3.4301 0.0142 0.1 0.1 -0.1
H 5.4850 4.0599 -2.1233 0.0 -0.1 0.1
H 6.0276 2.4520 -1.6991 0.0 0.1 0.0
H 7.8429 3.7402 -2.7052 0.0 0.0 0.0
H 8.2485 3.2717 -1.0702 0.0 0.0 0.0
H 8.9934 5.5372 -1.4659 0.0 0.0 0.1
H 7.7282 5.5802 -0.2559 0.0 -0.1 0.0
H 7.3678 6.2266 -3.2309 -0.1 0.0 0.0
H 7.4675 7.4021 -1.9125 -0.1 -0.1 -0.1
H 6.0802 6.3115 -2.0122 0.1 0.0 -0.1
C -8.0802 -1.3195 -0.5859 0.0 0.2 0.1
C -7.7151 -2.3870 0.4348 0.2 -0.2 -0.1
C -8.3230 -3.7562 0.1235 0.0 -0.1 0.1
C -9.8556 -3.8113 0.1262 0.0 0.1 -0.1
C -10.5260 -3.3705 1.4296 0.0 -0.1 -0.2
C -10.1648 -4.2495 2.6168 -0.1 0.1 0.3
H -9.1585 -1.1362 -0.6105 0.1 0.0 0.0
H -7.5887 -0.3754 -0.3343 -0.1 -0.1 -0.1
H -7.7566 -1.6133 -1.5896 -0.1 0.0 0.1
H -8.0102 -2.0552 1.4347 0.0 0.0 0.0
H -6.6234 -2.4897 0.4539 -0.3 0.0 0.1
H -7.9316 -4.4869 0.8412 0.0 0.0 0.0
H -7.9689 -4.0871 -0.8612 0.0 0.1 0.1
H -10.1651 -4.8391 -0.1009 0.0 0.1 0.0
H -10.2441 -3.1955 -0.6923 0.1 0.0 0.0
H -11.6125 -3.4037 1.2896 0.1 0.0 0.0
H -10.2791 -2.3288 1.6550 0.0 0.0 -0.1
H -10.4409 -5.2906 2.4297 0.1 0.0 0.0
H -10.7066 -3.9140 3.5087 0.1 -0.1 -0.1
H -9.0965 -4.2074 2.8415 0.0 0.0 0.0
C 10.2980 7.0208 -4.8382 0.0 0.1 -0.1
C 9.9128 5.6195 -5.2880 -0.1 -0.1 0.2
C 10.4648 4.5184 -4.3803 0.0 -0.1 0.0
C 11.9942 4.4303 -4.3088 0.0 0.1 0.0
C 12.7035 4.2269 -5.6497 0.0 0.0 0.2
C 12.3319 2.9198 -6.3323 0.1 0.0 -0.3
H 11.3816 7.1693 -4.8631 -0.1 0.0 0.0
H 9.8458 7.7654 -5.4995 0.1 0.0 0.1
H 9.9460 7.2136 -3.8197 0.1 0.0 -0.1
H 10.2376 5.4631 -6.3210 0.0 0.0 0.0
H 8.8186 5.5459 -5.2947 0.1 0.0 0.0
H 10.0601 3.5541 -4.7098 0.0 0.1 0.0
H 10.0813 4.6702 -3.3632 0.0 0.0 -0.1
H 12.2621 3.6045 -3.6379 0.0 0.1 -0.1
H 12.3901 5.3368 -3.8379 0.0 0.0 0.0
H 13.7853 4.2331 -5.4746 -0.1 0.1 0.0
H 12.4987 5.0644 -6.3232 0.0 0.0 0.0
H 12.5666 2.0650 -5.6925 -0.1 0.0 0.0
H 12.9015 2.8089 -7.2623 -0.1 -0.1 0.1
H 11.2700 2.8834 -6.5866 0.1 0.0 0.0
C -8.4729 -8.8431 7.8932 0.0 -0.2 0.0
C -7.5887 -8.1145 6.8923 0.0 0.2 0.1
C -8.3159 -6.9965 6.1425 0.1 0.1 -0.1
C -9.4942 -7.4476 5.2707 -0.1 -0.1 0.1
C -9.1573 -8.4860 4.1980 -0.1 0.1 0.0
C -8.1612 -7.9806 3.1660 0.1 -0.2 -0.2
H -9.3088 -9.3486 7.4006 0.0 0.1 0.1
H -7.8923 -9.6027 8.4243 -0.1 0.0 0.0
H -8.8783 -8.1467 8.6342 0.0 -0.1 -0.1
H -7.1620 -8.8341 6.1872 0.0 0.0 0.0
H -6.7422 -7.6744 7.4332 0.0 0.0 -0.1
H -7.5898 -6.4579 5.5221 -0.1 0.0 0.0
H -8.6875 -6.2634 6.8700 0.0 -0.1 0.0
H -9.9232 -6.5626 4.7842 0.1 -0.1 0.0
H -10.2877 -7.8501 5.9098 0.0 0.0 0.0
H -10.0829 -8.7642 3.6814 0.0 0.0 0.1
H -8.7769 -9.4030 4.6575 0.0 0.0 0.0
H -8.5396 -7.0862 2.6639 0.1 0.0 0.0
H -7.9930 -8.7482 2.4017 0.0 0.2 0.1
H -7.1950 -7.7440 3.6178 0.0 0.0 -0.1